# 1
Below is a structure of composition C28H36Cl3N7O2SiV at a distorted geometry, with properties calculated with ωB97M-V/def2-TZVPD.

```
78
Properties=species:S:1:pos:R:3:forces:R:3:mulliken_charge:R:1
V 0.070 -0.129 -0.304 0.223 0.092 0.802 -0.39
N -2.221 0.279 0.505 0.375 0.496 0.277 -0.08
C -1.964 1.325 1.516 -0.043 -0.262 0.304 0.39
C -3.190 1.505 2.445 0.260 0.307 -0.058 -0.87
C -3.172 2.567 3.565 -0.075 -0.128 -0.164 -0.95
C -2.914 4.035 3.215 0.220 -0.342 0.269 -0.83
N -3.833 4.558 2.201 0.019 -0.151 -0.369 -0.11
C -3.543 4.971 0.972 -0.362 0.007 0.717 0.78
N -4.537 5.131 0.087 -0.025 -0.167 -0.633 -0.49
N -2.326 5.362 0.641 0.876 -0.176 -0.694 -0.38
C -0.685 0.926 2.316 -0.417 0.062 0.028 0.44
O -0.590 1.335 3.469 0.243 -0.009 0.026 -0.75
O 0.154 0.200 1.684 -0.205 0.513 -0.070 -0.35
H -2.917 0.592 -0.162 0.118 0.040 -0.233 0.22
H -2.602 -0.528 0.991 0.061 -0.127 -0.128 -0.19
H -1.708 2.243 0.979 -0.099 0.131 -0.111 0.08
H -3.295 0.546 2.960 -0.206 -0.008 -0.018 0.37
H -4.079 1.633 1.816 0.022 -0.022 -0.047 0.38
H -2.388 2.262 4.255 -0.036 0.187 0.115 0.36
H -4.129 2.522 4.093 -0.043 -0.097 0.008 0.43
H -1.876 4.148 2.909 -0.009 0.086 -0.194 0.42
H -3.059 4.636 4.113 0.162 0.008 0.012 0.24
H -4.803 4.360 2.383 -0.070 -0.018 -0.034 0.23
H -5.420 4.685 0.268 0.012 -0.096 -0.009 0.22
H -4.271 5.148 -0.891 -0.148 0.137 0.136 0.25
H -1.572 5.250 1.297 0.039 -0.073 0.074 0.25
H -2.031 5.380 -0.335 -0.225 -0.014 0.390 0.26
C -0.133 -6.938 -1.220 0.080 0.012 0.047 -1.46
C 1.125 -6.646 -0.450 -0.079 0.027 -0.104 0.74
C 1.983 -7.666 -0.063 0.045 0.080 0.065 -0.68
C 3.148 -7.401 0.643 0.005 -0.079 -0.020 -0.69
C 3.453 -6.096 0.991 0.037 -0.038 -0.001 -0.92
C 2.607 -5.061 0.626 -0.095 0.048 0.055 -0.09
C 1.451 -5.326 -0.108 0.217 -0.072 0.063 0.14
N 0.565 -4.305 -0.496 -0.192 -0.074 -0.014 0.25
C 0.847 -2.963 -0.659 0.093 -0.085 -0.407 0.01
N 2.076 -2.677 -1.118 -0.042 0.023 0.141 -0.06
C 2.730 -1.425 -1.137 -0.047 0.389 0.046 0.42
C 2.059 -0.258 -0.746 0.199 -0.260 -0.188 0.17
C 2.858 0.897 -0.698 0.335 0.101 0.035 -0.03
C 4.184 0.911 -1.089 -0.157 0.112 0.109 -1.27
C 4.784 -0.261 -1.534 -0.059 -0.215 -0.015 -0.67
C 4.075 -1.449 -1.545 0.242 -0.013 -0.099 1.09
C 4.744 -2.728 -1.989 -0.078 0.121 0.047 -1.53
N -0.084 -2.056 -0.499 -0.158 -1.126 0.206 0.78
C -1.344 -2.486 -0.013 -0.358 -0.569 0.143 -1.02
C -1.528 -2.661 1.359 0.094 0.029 -0.073 0.05
C -2.761 -3.043 1.860 -0.018 -0.034 0.063 -1.02
C -3.825 -3.249 0.992 -0.028 0.010 -0.018 -0.65
C -3.637 -3.094 -0.374 -0.034 -0.010 0.109 -1.06
C -2.399 -2.739 -0.901 0.160 0.040 -0.099 1.88
C -2.179 -2.669 -2.386 0.008 0.013 0.044 -1.33
H -0.167 -7.985 -1.513 -0.024 -0.009 0.004 0.41
H -0.190 -6.325 -2.121 -0.039 0.003 0.006 0.31
H -1.023 -6.733 -0.617 -0.035 0.003 -0.048 0.30
H 1.732 -8.687 -0.325 -0.002 -0.002 -0.020 0.36
H 3.808 -8.212 0.920 -0.001 0.009 0.024 0.39
H 4.344 -5.880 1.565 0.003 0.025 -0.013 0.42
H 2.827 -4.048 0.938 0.010 -0.001 -0.016 0.63
H -0.417 -4.520 -0.416 -0.009 0.016 0.003 0.34
H 2.659 -3.475 -1.306 -0.058 -0.055 -0.024 0.21
H 2.425 1.821 -0.335 -0.035 0.025 -0.108 0.40
H 4.754 1.832 -1.065 -0.004 0.004 0.037 0.38
H 5.817 -0.258 -1.860 0.011 -0.013 -0.006 0.34
H 5.754 -2.520 -2.335 0.011 -0.024 -0.009 0.39
H 4.200 -3.200 -2.813 0.037 -0.053 -0.006 0.37
H 4.822 -3.451 -1.170 -0.003 -0.051 -0.032 0.29
H -0.695 -2.458 2.022 0.012 0.002 -0.011 0.47
H -2.888 -3.185 2.926 -0.003 0.031 0.007 0.46
H -4.793 -3.542 1.378 -0.009 0.012 -0.007 0.43
H -4.467 -3.263 -1.050 0.021 -0.018 -0.028 0.42
H -3.125 -2.725 -2.921 0.000 0.020 -0.012 0.43
H -1.553 -3.501 -2.719 0.014 0.015 -0.024 0.17
H -1.664 -1.747 -2.661 -0.022 0.002 -0.013 0.04
Cl -2.567 1.793 -2.423 -0.040 -0.082 0.119 -0.47
Si -0.464 0.934 -2.340 -0.575 1.684 -0.470 0.33
Cl 0.421 2.927 -1.855 -0.245 0.072 0.114 -0.43
Cl -0.133 1.027 -4.405 0.146 -0.425 0.001 -0.38
```
Forces are in eV/Å.

Calculated values
HOMO-LUMO gap (alpha / beta)   0.19173 / 0.16088 hartree
Total charge   0
Spin multiplicity   2
⟨S²⟩   0.786

# 2
Below is a structure of composition C4H11AlF2N2O5S2 at a distorted geometry, with properties calculated with ωB97M-V/def2-TZVPD.

```
27
Properties=species:S:1:pos:R:3:forces:R:3:mulliken_charge:R:1
Al 1.284 1.432 0.868 -0.510 -1.715 -0.843 1.00
N -0.587 2.015 0.768 -0.291 -2.041 4.996 0.34
S -1.453 2.832 -0.142 -4.078 10.784 -9.755 0.98
O -1.925 4.162 0.178 0.522 -2.985 1.256 -0.44
O -2.227 2.101 -1.147 0.543 -0.741 3.090 -0.41
F -0.230 3.221 -1.035 1.766 -0.059 -0.544 -0.29
S -1.996 1.221 1.513 -5.339 -1.709 10.316 1.04
O -2.265 -0.181 1.165 -0.978 2.760 1.659 -0.48
O -3.138 2.017 2.019 3.500 -1.182 -3.032 -0.41
F -1.158 1.097 2.901 -0.010 -0.278 -1.725 -0.25
C -1.105 -2.036 -0.874 -0.344 -0.166 0.471 -1.36
C -0.227 -1.148 -0.005 2.823 -1.314 -0.204 -0.17
C 1.261 -1.381 -0.485 -0.968 1.558 -0.120 -0.98
O 2.209 -0.437 0.204 -1.251 -0.251 0.681 -0.24
C 3.569 -0.892 -0.036 1.658 0.326 -0.430 -0.76
N -0.620 0.267 -0.164 4.717 -4.745 -4.884 -0.33
H -0.668 -3.033 -0.926 0.099 -0.117 0.127 0.47
H -1.181 -1.694 -1.906 -0.185 0.214 0.036 0.43
H -2.069 -2.136 -0.375 -0.152 -0.019 -0.459 0.43
H -0.226 -1.446 1.043 -0.425 0.071 -0.012 0.34
H 1.470 -1.127 -1.525 -0.594 -0.228 -0.298 0.47
H 1.449 -2.448 -0.359 0.681 0.257 0.623 0.55
H 3.656 -1.977 0.027 -0.374 0.119 0.311 0.34
H 4.293 -0.426 0.632 -0.512 -0.010 0.462 0.32
H 3.919 -0.590 -1.023 -0.493 0.006 -0.256 0.37
H -0.405 0.351 -1.147 0.493 1.169 -0.882 0.35
H -1.630 0.235 -0.169 -0.301 0.297 -0.584 0.70
```
Forces are in eV/Å.

Calculated values
HOMO-LUMO gap   0.17486 hartree
Total charge   +2
Relative energy (zero: lowest compared OMol25 entry of this formula, charge and spin)   2.6263 eV

# 3
Below is the molecule C2H5BrO at a distorted geometry, with properties calculated with ωB97M-V/def2-TZVPD.

```
9
Properties=species:S:1:pos:R:3:forces:R:3:mulliken_charge:R:1
C 0.204 -0.128 0.619 -4.559 -1.910 1.856 -1.00
C -0.559 -0.527 -0.566 -2.410 -2.005 2.593 -0.26
O 1.572 0.880 0.302 4.316 1.848 -0.522 -0.26
Br -1.604 0.911 -1.280 -0.038 0.171 -0.561 -0.18
H 0.774 -0.992 0.921 0.188 0.207 0.800 0.26
H -0.391 0.538 1.327 1.102 -1.120 -0.532 0.36
H -1.317 -1.409 -0.248 1.107 1.929 -1.029 0.25
H 0.153 -0.996 -1.162 0.734 -0.520 -2.184 0.38
H 1.169 1.724 0.087 -0.440 1.400 -0.421 0.45
```
Forces are in eV/Å.

Calculated values
HOMO-LUMO gap (alpha / beta)   0.22277 / 0.25533 hartree
Total charge   0
Spin multiplicity   3
⟨S²⟩   2.006
Relative energy (zero: lowest compared OMol25 entry of this formula, charge and spin)   2.3512 eV

# 4
Below is a structure of composition C23H33N9ReTe at a distorted geometry, with properties calculated with ωB97M-V/def2-TZVPD.

```
67
Properties=species:S:1:pos:R:3:forces:R:3:mulliken_charge:R:1
Re 0.167 -0.373 0.779 1.318 -0.384 -0.042 0.92
C -4.473 -0.531 -1.306 -0.068 0.031 -0.056 -1.07
N -3.412 -1.520 -1.156 0.210 0.139 0.241 0.03
C -3.515 -2.745 -1.953 -0.069 -0.054 -0.023 -0.77
C -2.222 -3.479 -1.627 0.018 -0.146 -0.042 -0.56
N -1.413 -2.430 -1.010 -0.188 0.276 0.063 0.24
C -0.098 -2.755 -0.543 0.515 0.094 -0.015 -0.42
C -2.181 -1.380 -0.641 -0.257 0.253 -0.124 0.66
N -1.699 -0.358 0.109 -0.298 -0.612 -0.391 -0.32
C -2.525 0.807 0.497 -0.108 0.042 0.035 -0.52
C -1.843 1.447 1.693 -0.040 0.070 -0.130 -1.58
N -0.407 1.445 1.363 -0.122 0.607 0.187 0.58
C 0.351 2.465 1.819 0.047 -0.337 0.155 -0.15
N 1.332 3.018 1.089 -0.214 0.345 -0.097 0.23
C 1.324 3.098 -0.363 0.041 -0.115 -0.025 -1.01
C 1.964 4.107 1.845 0.122 0.025 -0.002 -0.55
C 1.103 4.222 3.111 0.133 -0.062 0.051 -0.65
N 0.265 3.024 3.022 -0.122 0.163 -0.188 0.06
C -0.489 2.546 4.166 0.046 -0.140 0.101 -0.91
H -5.074 -0.837 -2.160 -0.007 0.028 0.034 0.43
H -4.072 0.454 -1.523 -0.052 0.001 0.002 0.40
H -5.121 -0.498 -0.431 -0.005 0.016 -0.021 0.32
H -3.594 -2.482 -3.011 0.014 -0.009 0.019 0.42
H -4.400 -3.308 -1.663 0.016 0.010 -0.046 0.39
H -1.723 -3.870 -2.513 -0.012 -0.010 0.042 0.38
H -2.381 -4.297 -0.921 0.025 0.018 -0.004 0.35
H 0.402 -3.366 -1.300 -0.100 -0.053 0.016 0.46
H -0.074 -3.298 0.399 -0.025 0.067 0.081 0.24
H 0.614 -1.878 -0.555 -0.151 -0.049 0.186 -0.11
H -3.534 0.514 0.768 -0.038 -0.082 0.052 0.51
H -2.581 1.523 -0.326 0.057 -0.002 0.026 0.29
H -2.041 0.866 2.598 -0.026 -0.011 -0.041 0.29
H -2.226 2.461 1.832 0.038 -0.038 -0.003 0.54
H 0.709 2.304 -0.780 0.013 0.075 0.069 0.21
H 2.341 2.987 -0.740 -0.006 0.009 -0.008 0.40
H 0.926 4.064 -0.681 0.036 -0.010 -0.038 0.39
H 1.965 5.015 1.242 -0.028 0.023 0.055 0.35
H 3.000 3.853 2.076 -0.007 0.010 -0.023 0.28
H 0.483 5.119 3.152 0.052 0.005 -0.064 0.37
H 1.707 4.175 4.016 -0.041 0.040 -0.022 0.42
H -0.004 2.927 5.062 -0.046 -0.011 0.007 0.37
H -0.454 1.458 4.204 -0.069 -0.004 -0.044 0.28
H -1.520 2.897 4.150 -0.005 -0.007 0.030 0.31
Te 0.404 -1.524 2.909 -0.047 -0.098 -0.106 -0.47
C 4.392 0.992 0.704 -0.058 -0.033 -0.049 -1.08
C 3.104 0.682 1.069 -0.078 -0.083 0.130 -0.27
N 2.220 0.151 0.199 -0.436 -0.028 0.042 -0.13
C 2.636 -0.090 -1.048 0.070 -0.005 -0.059 -0.09
C 3.925 0.173 -1.498 -0.191 -0.062 0.033 0.45
C 4.805 0.755 -0.601 0.058 0.003 0.067 -0.41
C 4.309 -0.158 -2.884 0.022 -0.077 -0.036 -1.10
C 4.225 -1.346 -3.486 0.048 0.054 0.036 -0.75
C 3.852 -2.660 -2.924 -0.013 0.113 0.098 1.03
C 3.871 -3.780 -3.745 -0.025 0.004 0.058 -0.69
C 3.539 -4.995 -3.169 -0.023 -0.060 0.040 -0.21
N 3.237 -5.113 -1.878 0.041 0.009 -0.179 -0.53
C 3.280 -3.988 -1.178 -0.084 0.017 0.264 -0.39
N 3.545 -2.767 -1.620 0.017 0.011 -0.218 -0.24
H 5.068 1.400 1.440 0.049 0.031 0.034 0.51
H 2.740 0.830 2.076 0.054 0.011 0.006 0.53
H 1.916 -0.521 -1.730 -0.009 -0.020 -0.030 0.63
H 5.819 0.987 -0.901 0.020 -0.003 -0.032 0.56
H 4.731 0.659 -3.458 -0.028 0.032 -0.021 0.44
H 4.543 -1.383 -4.521 0.019 -0.025 -0.042 0.35
H 4.135 -3.711 -4.789 0.012 0.020 -0.042 0.38
H 3.517 -5.903 -3.760 0.002 -0.024 -0.001 0.42
H 3.071 -4.077 -0.116 -0.015 0.002 0.005 0.56
```
Forces are in eV/Å.

Calculated values
HOMO-LUMO gap (alpha / beta)   0.23201 / 0.27126 hartree
Total charge   +2
Spin multiplicity   2
⟨S²⟩   0.765
Relative energy (zero: lowest compared OMol25 entry of this formula, charge and spin)   0.0000 eV

# 5
Below is a structure of composition CH4INO at a distorted geometry, with properties calculated with ωB97M-V/def2-TZVPD.

```
8
Properties=species:S:1:pos:R:3:forces:R:3:mulliken_charge:R:1
C 1.275 -0.353 0.491 0.814 -0.333 -0.729 -0.52
N -1.283 0.447 -0.278 -0.064 -1.439 -1.421 -0.27
O -0.201 0.270 -1.004 0.671 -0.122 1.463 -0.33
I 0.140 0.256 2.045 0.306 -0.211 0.841 0.12
H 2.238 0.239 0.412 -1.450 -0.652 -0.250 0.26
H 1.431 -1.476 0.440 -0.411 1.556 -0.118 0.25
H -1.579 1.395 -0.107 -0.193 0.024 -0.275 0.26
H -1.966 -0.316 -0.451 0.327 1.177 0.489 0.23
```
Forces are in eV/Å.

Calculated values
HOMO-LUMO gap (alpha / beta)   0.31406 / 0.31954 hartree
Total charge   0
Relative energy (zero: lowest compared OMol25 entry of this formula, charge and spin)   2.7419 eV